Entry 1:
ORCA calculation (wB97M-V/def2-TZVPD) on a structure of composition H41O20.

Calculated values
- 2S+1 = 1
- LUMO energy (hartree) = -0.0980
- energy above the lowest of the compared OMol25 structures with the same formula, charge and spin (kJ/mol) = 709.7
- total charge = +1
- frontier orbital gap (hartree) = 0.383
- E_tot (eV) = -41604.467
- maximum force (eV/Å) = 9.06

Atoms and positions in Å:
O (1.7844, -1.4593, 3.2635)
H (2.5543, -1.4017, -1.9182)
O (-3.3437, 2.7244, 2.8958)
H (-3.6510, 3.6356, 2.9955)
H (-4.4430, -3.8222, -0.9083)
O (-0.1392, 2.9376, -1.0625)
H (-0.3347, 3.4015, -2.0629)
H (-0.7565, 2.2774, -1.2718)
O (1.4739, 3.2011, -3.9877)
H (1.5180, 2.2288, -3.3868)
H (-0.3515, 2.8467, 2.2515)
O (-3.7544, -0.1552, -2.4564)
H (3.6525, -3.7692, 1.0257)
H (1.2717, 3.0308, -4.9060)
O (2.6600, -4.1136, 0.8241)
H (4.1609, 1.6653, 2.0868)
H (-3.9760, 0.4357, -3.0470)
O (-1.7214, 5.4647, 0.0361)
H (2.8484, -2.3692, -0.8746)
H (2.9746, 1.5371, 2.9653)
O (0.0620, -2.8999, 0.1579)
H (-0.0547, -1.8012, 0.5663)
H (0.3184, -2.6662, -1.0135)
O (2.5191, 1.8443, -1.2086)
H (3.3780, 2.3778, -1.3312)
H (-4.0087, -1.0822, -2.9655)
O (0.2054, -2.9433, -2.3190)
H (0.9532, -3.6916, -2.3478)
H (0.7497, -2.2106, -2.7311)
O (-0.9776, -0.8492, 3.2747)
H (-1.7789, -0.4093, 3.4274)
H (-2.4596, 5.0098, -0.3844)
O (1.2319, 0.2531, -2.5479)
H (0.4946, 0.0728, -3.1612)
H (0.7880, -0.1176, -1.7825)
O (3.8189, -1.5410, 0.7446)
H (4.4990, -2.1134, 1.1894)
H (3.8687, -0.6593, 0.9481)
O (0.2102, -0.4304, 0.8662)
H (-3.8538, 1.9900, 3.2702)
H (-0.1897, -0.1256, 1.6457)
O (2.2583, -2.2140, -1.5756)
H (-0.6147, -0.6628, 4.0794)
H (2.4452, -0.9139, 3.6966)
O (0.3077, 2.2330, 2.0481)
H (-1.7637, 0.0225, -2.0977)
H (0.2766, 2.2718, 1.0844)
O (-1.1508, 0.2305, -1.3323)
H (-1.4832, -0.1832, -0.4459)
H (0.9977, 0.0741, 0.3731)
O (3.6698, 1.0550, 2.7480)
H (2.0101, -1.1444, 2.3770)
H (-1.5082, 6.0977, -0.7173)
O (-3.9092, -3.2494, -0.3764)
H (2.2901, -4.6765, 1.6287)
H (-3.2251, -3.9047, -0.3038)
O (-5.2764, -0.6620, 1.2186)
H (-4.9639, 0.0424, 1.7966)
H (-5.5311, 0.0040, 0.5384)
H (0.9039, -3.0709, 0.4091)
H (2.0654, 2.3478, -1.9087)

***

Entry 2:
ORCA calculation (wB97M-V/def2-TZVPD) on a structure of composition C5H9NO.

Calculated values
- 2S+1 = 1
- LUMO energy (alpha / beta) (hartree) = 0.0110 / 0.0207
- energy above the lowest of the compared OMol25 structures with the same formula, charge and spin (kJ/mol) = 457.7
- frontier orbital gap (alpha / beta) (hartree) = 0.294 / 0.308
- E_tot (eV) = -8864.469
- maximum force (eV/Å) = 1.05

Atoms and positions in Å:
C (-0.8871, -0.3540, 1.1539)
C (-0.1750, -0.0742, -0.1592)
C (-0.3456, -1.2150, -1.1695)
C (-0.3660, 1.2525, -0.8735)
O (0.9546, 1.4956, -0.9715)
C (1.2678, 0.4394, -0.1537)
N (1.8574, 0.9792, 0.9850)
H (-0.8807, 0.5124, 1.8215)
H (-1.9356, -0.5863, 0.9336)
H (-0.4654, -1.2189, 1.6811)
H (0.0406, -2.1396, -0.7277)
H (-1.3943, -1.3690, -1.4394)
H (0.2435, -1.0091, -2.0687)
H (1.1921, 1.6993, 1.3061)
H (-0.9641, 1.4759, -1.7563)
H (2.0000, 0.2890, 1.7107)

***

Entry 3:
ORCA calculation (wB97M-V/def2-TZVPD) on a structure of composition C25H45CoNOP2.

Calculated values
- 2S+1 = 5
- LUMO energy (alpha / beta) (hartree) = -0.0650 / -0.1889
- energy above the lowest of the compared OMol25 structures with the same formula, charge and spin (kJ/mol) = 107.6
- ⟨S²⟩ = 6.02
- total charge = +1
- frontier orbital gap (alpha / beta) (hartree) = 0.331 / 0.239
- E_tot (eV) = -86389.270
- maximum force (eV/Å) = 4.20

Atoms and positions in Å:
Co (-0.7771, -0.1934, 0.6551)
C (0.9757, -0.6997, 2.1946)
C (1.5370, 0.4781, 1.5854)
C (-0.4326, 1.0943, 2.6120)
C (-0.1678, -0.2835, 2.9398)
C (0.6584, 1.5744, 1.8057)
C (1.7105, -1.9664, 2.4507)
H (2.3645, -2.2588, 1.6337)
H (1.0816, -2.8242, 2.6776)
H (2.3581, -1.8393, 3.3163)
C (-0.7234, -1.0754, 4.0674)
H (-0.4547, -2.1472, 4.0493)
H (-1.7393, -1.2443, 4.0829)
H (-0.6854, -0.5016, 5.0146)
C (-1.5280, 1.9618, 3.1126)
H (-1.1617, 2.4927, 3.9824)
H (-2.3845, 1.4050, 3.4675)
H (-1.9315, 2.6912, 2.4031)
C (0.9239, 3.0247, 1.6759)
H (1.4451, 3.2839, 2.5945)
H (0.0138, 3.6241, 1.6569)
H (1.5458, 3.2982, 0.8269)
C (2.9936, 0.5624, 1.3760)
H (3.4144, 0.5575, 2.3846)
H (3.2771, 1.4707, 0.8507)
H (3.4030, -0.2920, 0.8389)
C (1.0868, -0.7108, -2.7390)
C (2.1402, -0.9652, -1.9499)
C (3.5687, -0.7046, -2.4217)
C (3.9777, 0.8215, -2.4897)
C (2.8921, 1.8517, -2.1476)
C (1.8699, 2.0796, -2.9826)
C (1.7190, 1.2992, -4.2966)
C (1.2610, -0.2032, -4.1724)
H (3.7402, -1.1478, -3.4255)
H (4.2885, 1.0063, -3.5343)
H (4.2597, -1.2077, -1.7249)
H (1.9911, -0.8281, -4.7283)
H (0.0535, -0.7552, -2.3784)
H (2.0449, -1.2743, -0.9044)
H (0.2868, -0.2949, -4.6794)
H (0.9840, 1.8416, -4.9191)
H (1.1190, 2.8541, -2.7935)
H (2.6953, 1.2972, -4.8180)
H (4.8468, 0.9849, -1.8225)
H (3.0253, 2.3862, -1.2028)
P (-1.2153, -2.5946, 0.2347)
C (-1.7720, -3.4409, 1.7663)
H (-2.1444, -4.4012, 1.4166)
H (-2.5761, -2.8949, 2.2543)
H (-0.9379, -3.5649, 2.4537)
C (-2.5965, -2.9569, -0.9064)
H (-2.8020, -4.0175, -0.7681)
H (-2.2885, -2.7515, -1.9334)
H (-3.4697, -2.3593, -0.6391)
C (0.0266, -3.8383, -0.2684)
H (0.3172, -3.6772, -1.3068)
H (-0.4764, -4.7976, -0.1442)
H (0.9026, -3.7920, 0.3796)
P (-2.0415, 1.4531, -0.7550)
C (-1.6017, 3.2354, -0.5788)
H (-2.0506, 3.7166, -1.4476)
H (-0.5311, 3.4559, -0.5181)
H (-2.1248, 3.5962, 0.3105)
C (-2.5431, 1.0681, -2.4905)
H (-1.7988, 1.3984, -3.2204)
H (-3.5014, 1.5777, -2.6151)
H (-2.7199, -0.0075, -2.5910)
C (-3.7473, 1.7258, -0.1461)
H (-4.0666, 2.5738, -0.7513)
H (-3.7068, 1.9722, 0.9165)
H (-4.3303, 0.8255, -0.3473)
O (-3.9836, -0.7930, 3.4926)
C (-3.1877, -0.6741, 2.5531)
N (-2.5994, -0.5611, 1.5253)

***

Entry 4:
ORCA calculation (wB97M-V/def2-TZVPD) on a cluster of 2 separate species, C4H10NO in total.

Calculated values
- 2S+1 = 1
- LUMO energy (hartree) = -0.1849
- energy above the lowest of the compared OMol25 structures with the same formula, charge and spin (kJ/mol) = 181.7
- total charge = +1
- frontier orbital gap (hartree) = 0.339
- E_tot (eV) = -7839.433
- maximum force (eV/Å) = 2.25

Atoms and positions in Å:
C (1.3614, 0.8925, 1.0631)
C (0.6660, 0.1479, -0.0598)
C (0.5015, 0.6476, -1.2919)
C (0.2553, -2.1147, 0.6915)
N (-0.1700, -0.9986, 0.2373)
H (1.8082, 0.1197, 1.6959)
H (2.1560, 1.5093, 0.6638)
H (0.6624, 1.4274, 1.7028)
H (-0.2833, 0.4321, -2.0001)
H (1.3195, 1.2743, -1.6343)
H (-0.4650, -2.9169, 0.7228)
H (1.3143, -2.2464, 0.8761)
H (-1.1851, -0.8830, 0.3145)
H (-2.9535, 0.6062, -1.6175)
H (-2.4398, 1.5146, -0.6034)
O (-2.5480, 0.5880, -0.7607)

***

Among the records above, which one has the highest energy above the lowest of the compared OMol25 structures with the same formula, charge and spin?
H41O20